<one>
This record from the OMol25 dataset describes the molecule C2H6ClN. The level of theory is ωB97M-V with the def2-TZVPD basis set.

```
10
Properties=species:S:1:pos:R:3:nbo_charge:R:1
C 0.3528 0.2533 0.3605 -0.244
C -0.9799 0.5733 -0.3436 -0.378
H 1.9923 -0.7871 -0.0042 0.353
H 0.7185 -1.7476 0.1415 0.356
H 0.9523 1.1358 0.2129 0.195
H 0.3938 0.1366 1.4412 0.185
H -1.3946 1.5604 -0.1924 0.219
H -0.7494 0.2966 -1.3730 0.232
N 1.0369 -0.8827 -0.2965 -0.826
Cl -2.3228 -0.5385 0.0535 -0.094
```

Calculated values
- Kohn-Sham gap: 11.0 eV
- Highest occupied orbital energy: -9.974 eV
- Total charge: 0
- 2S+1: 1
- LUMO level: 1.031 eV
- SMILES: NCCCl


<two>
This record from the OMol25 dataset describes a cluster of 2 separate species, C2H6ClN in total. The level of theory is ωB97M-V with the def2-TZVPD basis set.

```
10
Properties=species:S:1:pos:R:3:nbo_charge:R:1
C -0.4313 1.3106 -0.4795 -0.780
C 0.2146 -0.8012 1.3518 0.075
N 1.0318 -1.5531 0.6760 -0.742
Cl 1.3131 0.3800 2.2571 -0.134
H 0.3223 1.4690 -1.2579 0.191
H -0.5326 2.3097 0.0007 0.198
H -1.3699 1.0641 -1.0144 0.188
H -0.3500 0.1331 0.6512 0.199
H 2.0124 -1.4254 0.5994 0.403
H 0.5433 -2.1651 0.0392 0.402
```

Calculated values
- Kohn-Sham gap (alpha / beta): 8.0 / 8.0 eV
- Highest occupied orbital energy (alpha / beta): -8.344 / -8.345 eV
- Total charge: 0
- 2S+1: 1
- LUMO level (alpha / beta): -0.365 / -0.364 eV


Relative energies with respect to the most stable structure, expressed in kcal/mol: <one> 0.0; <two> 93.7.


<one>
This record from the OMol25 dataset describes a cluster of 2 separate species, C8H12N3 in total. The level of theory is ωB97M-V with the def2-TZVPD basis set.

```
23
Properties=species:S:1:pos:R:3:nbo_charge:R:1
C 0.9734 3.1868 -0.1686 0.141
C -3.1591 0.1682 -0.7730 -0.390
C -2.7919 0.9187 0.2288 -0.183
C -1.5605 0.8573 0.9546 -0.575
C -0.9185 -0.4670 1.1714 0.342
C 1.1519 -1.1392 -0.1570 0.520
C 1.2282 -2.2705 -1.2230 -0.653
C 3.3756 -0.4595 0.5020 0.081
N 2.2504 -0.5026 0.0061 -0.335
N 1.0708 2.0716 0.0526 -0.399
N 0.0498 -0.9823 0.4991 -0.402
H 0.9958 4.2960 -0.4500 0.277
H -4.1514 0.3767 -1.1375 0.220
H -2.6342 -0.6937 -1.3280 0.208
H -3.5043 1.7616 0.6641 0.228
H -0.7153 1.2175 0.2200 0.282
H -1.3708 -1.0197 1.9917 0.208
H 0.4556 -3.0265 -0.9446 0.255
H 1.0837 -2.0441 -2.2700 0.265
H 2.2740 -2.6465 -1.2372 0.244
H -1.7744 1.3426 1.8312 0.260
H 4.0707 0.3794 0.4523 0.222
H 3.6006 -1.3248 1.1150 0.185
```

Calculated values
- Kohn-Sham gap: 8.9 eV
- Highest occupied orbital energy: -12.807 eV
- Total charge: +1
- 2S+1: 1
- LUMO level: -3.918 eV


<two>
This record from the OMol25 dataset describes the ion C8H12N3 with charge +1. The level of theory is ωB97M-V with the def2-TZVPD basis set.

```
23
Properties=species:S:1:pos:R:3:nbo_charge:R:1
C -0.0725 -0.6558 1.3195 -0.089
C 0.8826 0.2810 1.3543 -0.307
C -1.3616 -0.6680 -0.8392 0.074
C 1.7888 -0.0456 -1.7036 0.382
C -1.0628 -1.0556 0.3936 -0.173
C 1.2596 1.2588 0.3186 0.440
C -2.2167 -1.8055 1.0234 -0.602
C 1.3711 2.6007 0.7207 -0.690
N 1.8149 0.8727 -0.7643 -0.396
N 0.7019 -0.5464 -2.3110 -0.402
N -0.6134 -0.1348 -1.8566 -0.442
H -0.1425 -1.0870 2.2629 0.225
H 1.1777 0.4694 2.3462 0.243
H -2.3666 -0.6931 -1.1976 0.207
H 2.7556 -0.2572 -2.1398 0.238
H -2.0844 -2.8975 0.8998 0.232
H -3.1802 -1.5365 0.6464 0.226
H -2.2674 -1.4823 2.1258 0.215
H 2.2410 2.8298 1.2677 0.285
H 0.4442 2.7941 1.3421 0.254
H 1.3967 3.2719 -0.1059 0.257
H 0.7520 -1.5275 -2.4427 0.417
H -1.2180 0.0144 -2.6606 0.405
```

Calculated values
- Kohn-Sham gap (alpha / beta): 7.4 / 7.4 eV
- Highest occupied orbital energy (alpha / beta): -12.125 / -12.125 eV
- Total charge: +1
- 2S+1: 1
- LUMO level (alpha / beta): -4.693 / -4.693 eV
- SMILES: Cc1ccc(C)nc[nH][nH+]c1


Relative energies with respect to the most stable structure, expressed in kcal/mol: <one> 26.6; <two> 0.0.